1.
The following is a quantum chemistry calculation of C4H7NO4 in the gas phase at a distorted geometry, from the OMol25 dataset.

Structure (XYZ):
```
16
Properties=species:S:1:pos:R:3:forces:R:3
C 0.12061 -0.54424 -0.07402 2.9 -0.1 -2.1
C -0.61401 -1.51481 -1.14883 2.3 1.2 0.0
C -0.68914 0.56629 0.48696 0.8 3.2 -0.5
C -0.09924 1.77780 1.34106 1.7 -0.4 0.4
H 1.70614 0.76592 -1.12472 -0.8 -0.2 -0.4
H 2.20402 -0.71094 -0.46796 0.1 0.0 -0.3
H 0.45595 -1.17842 0.74409 -0.4 -0.3 0.1
H -1.32588 0.13487 1.18916 -2.0 -0.3 0.6
H -1.09423 1.28259 -0.28301 -0.6 -1.5 0.3
H 1.54580 1.35489 0.65653 0.5 0.6 0.0
H -2.32755 -2.56165 -1.15887 2.5 1.0 1.5
N 1.45010 -0.07131 -0.62808 -0.9 -0.6 1.3
O -0.15729 -1.67570 -2.26071 -1.5 0.0 1.4
O -0.78863 2.35724 2.12132 -0.2 0.0 -0.3
O 1.21988 2.16519 1.13009 -1.7 -1.7 -0.3
O -1.60653 -2.14772 -0.52303 -2.7 -1.0 -1.7
```
Forces are in eV/Å.

**Kohn-Sham gap**: 10.258 eV
**ΔE to the lowest compared entry with this formula, charge and spin**: 37.8 kcal/mol
**Energy**: -13940.9992 eV



2.
The following is a quantum chemistry calculation of a molecular structure, C21H23N3OS at a distorted geometry, from the OMol25 dataset.

Structure (XYZ):
```
49
Properties=species:S:1:pos:R:3:forces:R:3
C -8.04900 -3.29999 1.39746 -4.3 1.9 4.8
C -6.75964 -2.78704 1.35477 6.6 -0.5 -2.4
C -6.26721 -2.01456 2.27415 2.3 4.3 6.0
C -4.84960 -1.49784 2.32457 -3.7 0.5 1.3
C -4.02120 -1.66603 1.35252 2.6 -5.7 -5.9
C -4.39172 -2.62768 0.27924 -0.1 1.2 -0.2
C -5.61274 -3.12852 0.38262 -7.0 -1.5 -3.2
H -6.21298 -3.58238 -0.61532 2.3 0.5 2.5
H -3.87414 -2.82163 -0.71114 -0.2 0.5 1.7
N -2.64652 -1.43352 1.30298 3.6 -1.1 -1.4
C -2.27238 -0.11848 1.29368 -1.4 0.7 12.6
H -3.04547 0.49838 1.96028 0.6 -1.4 -1.3
C -0.98904 0.19855 2.33057 -4.5 -12.8 -5.5
N 0.03627 -0.67321 1.29971 -0.6 3.6 1.0
C 1.00417 0.13662 0.74916 0.6 -9.9 -1.3
N 2.00304 -0.62031 0.00159 -5.2 0.6 2.8
C 2.90522 0.22582 -0.32527 5.6 -1.7 -6.8
O 3.86830 -0.17210 -1.14683 -2.6 2.1 3.4
C 2.63520 1.66937 -0.10649 7.8 0.1 2.7
S 1.45706 1.63430 1.10395 -2.1 5.0 2.2
H 3.67739 2.07352 0.48059 -2.5 -1.3 -1.0
C 2.71326 2.52758 -1.29295 -7.4 4.3 3.0
C 3.77904 2.58872 -2.18790 1.2 -1.2 -1.0
C 3.91610 1.85689 -3.32378 -7.1 -0.4 -1.7
C 4.77632 2.14927 -4.31925 4.1 4.4 9.5
C 5.96099 2.67501 -3.69088 2.5 2.9 -1.3
C 6.04478 3.46168 -2.31882 -3.0 -6.1 -9.4
C 4.82362 3.32750 -1.84236 3.1 4.7 8.1
H 5.01573 3.86828 -0.72097 -2.2 -1.2 -2.3
H 6.91240 3.88319 -2.10287 3.3 1.9 1.6
H 6.87658 2.71361 -4.42235 -1.4 0.0 1.7
H 4.89304 1.59969 -5.05462 0.7 -4.6 -7.5
H 2.89039 1.39703 -3.64424 2.0 0.0 0.7
H 1.70239 2.38481 -1.66964 0.0 -0.2 -1.5
H 2.38579 3.68198 -0.77067 1.5 -2.8 -1.6
C -0.31307 -2.10258 0.88714 1.4 3.5 14.7
H 0.40454 -2.23608 0.34929 8.3 -3.1 -6.2
C -1.51536 -2.29045 0.43285 -8.7 9.5 -4.8
H -1.87895 -3.13598 0.20177 -2.2 -6.5 -1.1
H -1.46882 -1.65053 -0.73185 -0.6 -1.7 2.9
H -0.26372 -2.68515 2.12139 0.4 1.2 -3.7
H -0.44087 0.91604 2.30857 5.1 9.6 0.4
H -0.88438 -0.44639 3.16580 -0.7 -0.1 1.2
H -2.17180 0.55431 0.65749 1.2 4.7 -7.5
H -4.36688 -0.83854 2.99676 -0.8 0.5 1.9
H -6.86313 -1.69006 3.25332 0.9 -0.7 -2.3
H -8.38924 -3.65783 0.54251 -1.3 -2.4 -3.8
H -8.22613 -4.00827 2.30948 0.2 1.2 -1.8
H -8.80455 -2.34984 1.51224 1.6 -2.2 0.2
```
Forces are in eV/Å.

**Kohn-Sham gap**: 8.474 eV
**ΔE to the lowest compared entry with this formula, charge and spin**: 474.7 kcal/mol
**Energy**: -39484.5102 eV



3.
The following is a quantum chemistry calculation of 2 unconnected molecules or ions with the total composition C12H17N at a distorted geometry, from the OMol25 dataset.

Structure (XYZ):
```
30
Properties=species:S:1:pos:R:3:forces:R:3
C -3.45522 -0.53069 1.64445 1.5 0.1 -0.2
C -0.51288 1.47250 1.58274 1.8 0.4 2.4
C -1.89884 1.38236 1.37640 3.6 -1.8 0.7
C -2.29589 0.25540 2.18290 -1.1 -0.1 0.1
C -1.35007 0.01270 3.13536 0.7 -1.4 0.7
C -0.21126 2.65131 -0.35520 -1.7 2.4 -5.5
C 0.38540 2.19540 0.72782 0.9 -0.5 3.4
C -1.60037 2.56338 -0.72677 0.2 -0.9 2.6
C -2.39238 1.93537 0.24663 -4.5 -0.4 -3.7
N -0.20020 0.67884 2.76035 -1.3 1.5 -2.8
H 0.33104 3.15488 -1.19306 0.2 -0.2 1.2
H 1.44023 2.56644 0.96694 -1.5 -1.3 -0.2
H -2.00973 2.99235 -1.64917 0.4 -0.3 0.5
H -3.55792 1.59912 0.01744 3.0 1.5 0.3
H 0.51569 0.94522 3.36520 1.2 0.3 1.0
H -1.21615 -0.71435 4.02819 -0.8 1.2 -1.9
H -3.55191 -0.31433 0.58319 0.1 0.0 -0.1
H -4.28091 -0.09809 2.10913 -2.2 -0.4 0.8
H -3.26402 -1.59650 1.68252 -0.6 -0.2 0.7
C 2.48383 -2.26848 -2.53618 -2.3 1.0 0.4
C 3.02075 -2.88754 -1.20798 -0.4 -1.0 0.4
C 2.45757 -0.68232 -2.52484 1.1 -0.5 1.4
H 2.92199 -2.63607 -3.46678 0.8 0.2 0.4
H 1.37841 -2.46592 -2.81083 1.4 -0.4 1.2
H 3.80214 -3.65526 -1.32761 0.0 0.5 -0.5
H 3.53652 -0.29706 -2.50251 -1.6 -0.2 -0.7
H 1.81140 -0.47643 -3.37319 0.6 0.9 -0.3
H 2.28601 -3.49544 -0.59681 0.3 1.1 -0.8
H 3.43929 -2.11920 -0.53037 -0.3 -0.3 -0.4
H 1.98747 -0.16755 -1.60798 0.4 -1.3 -1.2
```
Forces are in eV/Å.

**Kohn-Sham gap**: 8.713 eV
**ΔE to the lowest compared entry with this formula, charge and spin**: 73.4 kcal/mol
**Energy**: -14207.1531 eV



4.
The following is a quantum chemistry calculation of C2H3N3O2 in the gas phase, from the OMol25 dataset.

Structure (XYZ):
```
10
Properties=species:S:1:pos:R:3:forces:R:3
N 1.63406 0.74905 -0.29766 0.0 0.0 0.2
C 0.41175 0.24331 0.16098 -0.2 0.0 0.2
N -0.06159 0.33773 1.35514 0.3 0.1 -0.4
O -1.32120 -0.27899 1.30322 -0.3 -0.1 -0.1
C -1.58020 -0.74161 0.04306 -0.2 -0.1 -0.1
O -2.58643 -1.29453 -0.30361 0.4 0.2 0.1
N -0.44546 -0.41834 -0.67690 -0.1 0.0 0.0
H 1.76867 1.69528 0.04281 0.0 -0.1 0.0
H 2.40778 0.18149 0.03611 -0.1 0.1 -0.1
H -0.34030 -0.52826 -1.67251 0.0 0.0 0.1
```
Forces are in eV/Å.

**Kohn-Sham gap**: 10.402 eV
**ΔE to the lowest compared entry with this formula, charge and spin**: 26.0 kcal/mol
**Energy**: -10687.3272 eV



5.
The following is a quantum chemistry calculation of 2 unconnected molecules or ions with the total composition C5H11N2 at a distorted geometry, from the OMol25 dataset.

Structure (XYZ):
```
18
Properties=species:S:1:pos:R:3:forces:R:3
C -3.36716 -0.52641 -0.80291 -0.3 -0.3 1.3
C -3.54255 -0.71174 0.45228 0.1 0.5 -1.3
C 2.17936 -0.92659 0.34087 0.1 0.0 0.0
C 1.88485 0.43016 -0.33094 0.3 0.0 0.2
C 0.42186 0.51108 -0.42654 -0.1 -0.3 -0.3
N -2.90254 0.58486 0.06854 0.3 0.9 0.1
N -0.39154 1.16296 0.29615 -0.1 0.3 0.3
H -3.41946 -0.72544 -1.84340 0.0 -0.1 -0.5
H -3.88079 -1.13747 1.36110 -0.1 -0.4 0.4
H 1.78866 -0.94608 1.35468 0.0 0.0 0.1
H 3.25320 -1.07877 0.38246 0.1 0.0 0.0
H 1.74253 -1.75017 -0.22158 0.0 0.0 0.0
H 2.31706 1.24417 0.25114 -0.1 0.1 0.0
H 2.31947 0.42353 -1.33191 0.0 0.1 0.0
H -0.02760 -0.16609 -1.15227 -0.1 0.0 0.0
H -1.55594 0.94442 0.22787 0.0 -0.2 -0.1
H -0.02165 1.80494 0.99250 0.1 -0.1 0.0
H -3.53551 1.39248 0.08076 -0.1 -0.4 0.0
```
Forces are in eV/Å.

**Kohn-Sham gap**: 10.196 eV
**ΔE to the lowest compared entry with this formula, charge and spin**: 76.1 kcal/mol
**Energy**: -8333.8169 eV
**Total charge**: +1



6.
The following is a quantum chemistry calculation of a molecular structure, C3H6AlO11S2 at a distorted geometry, from the OMol25 dataset.

Structure (XYZ):
```
23
Properties=species:S:1:pos:R:3:forces:R:3
Al -1.43855 0.62621 1.24849 -0.3 1.1 -2.5
S -3.85843 3.06015 0.22792 -1.2 1.3 1.7
O -2.44682 3.26060 -0.12623 2.7 1.0 -0.2
O -4.31060 2.62182 -1.05375 -1.7 -0.5 -2.0
O -3.88834 2.00997 1.22970 0.0 -1.4 1.5
O -4.49199 4.29156 0.72562 0.4 -0.6 -0.3
S -0.69353 1.27338 -2.23881 -2.2 0.8 3.2
O -2.01612 1.10610 -1.66128 -3.6 -3.1 3.4
O -0.91909 2.54459 -2.79892 2.5 4.7 -2.9
O 0.21065 1.25633 -1.03566 1.4 -0.5 0.1
O -0.47731 0.26045 -3.20855 2.2 -2.9 -2.1
C 2.24422 -2.12547 3.10841 -0.5 -0.1 0.3
O 2.52193 -2.47823 1.74816 0.8 -0.3 1.3
C 1.92961 -1.78843 0.81604 -3.3 3.5 -3.7
O 1.07196 -0.88073 0.93781 2.6 -2.9 0.5
O 2.37846 -2.22375 -0.39291 0.6 -0.9 1.1
C 2.00145 -1.75569 -1.71986 -0.8 1.0 0.4
H 1.92003 -3.04722 3.59148 0.2 0.0 0.1
H 1.44522 -1.39261 3.22075 0.0 0.0 -0.5
H 3.12006 -1.71724 3.61275 0.2 -0.2 -0.3
H 1.18796 -2.32537 -2.16909 -0.1 -0.2 0.6
H 2.84584 -1.85524 -2.40192 0.3 0.0 0.6
H 1.66350 -0.72113 -1.66021 -0.1 0.1 0.0
```
Forces are in eV/Å.

**Kohn-Sham gap (alpha / beta)**: 4.420 / 4.230 eV
**Expectation value of S²**: 0.758
**Energy**: -53995.3168 eV
**Total charge**: -2
**Spin multiplicity**: 2



7.
The following is a quantum chemistry calculation of a gas-phase ion, C2H3O3PS (charge -2) at a distorted geometry, from the OMol25 dataset.

Structure (XYZ):
```
10
Properties=species:S:1:pos:R:3:forces:R:3
C 1.07384 -0.08327 0.80880 0.7 -0.9 2.8
C 0.29101 -0.61426 -0.32657 -2.2 -3.0 -0.4
O -0.72874 1.87515 -1.16109 -0.7 -0.9 0.3
O -2.13254 -0.34885 -1.44582 -0.2 0.6 0.0
O -1.53817 0.55573 0.96931 -0.5 0.3 -2.2
P -1.25528 0.54897 -0.58757 1.0 -0.1 1.7
S 2.04939 -0.46375 -0.60699 1.8 0.5 -1.5
H 0.92113 0.94390 1.12395 -0.3 0.2 -1.0
H 1.42158 -0.55304 1.78862 -0.8 -0.4 -1.4
H -0.10221 -1.86059 -0.56263 1.3 3.7 1.5
```
Forces are in eV/Å.

**Kohn-Sham gap**: 5.167 eV
**ΔE to the lowest compared entry with this formula, charge and spin**: 48.6 kcal/mol
**Energy**: -28388.4782 eV
**Total charge**: -2



8.
The following is a quantum chemistry calculation of 6 unconnected molecules or ions with the total composition H12O6 at a distorted geometry, from the OMol25 dataset.

Structure (XYZ):
```
18
Properties=species:S:1:pos:R:3:forces:R:3
H -0.61411 -0.16002 -1.23555 -0.5 -0.2 -0.7
H 0.84287 -0.28293 -1.65044 -0.2 0.0 -0.2
H -1.62293 -1.33511 2.94143 0.0 -0.1 0.0
H -0.63150 -0.50391 2.14380 0.0 -0.3 0.1
H 1.06389 3.93430 -0.74014 0.0 0.0 0.1
H 1.50624 4.77116 0.44898 -0.1 -0.1 0.1
H 2.28612 -2.04569 -0.97218 -0.1 -0.1 0.3
H 3.45614 -1.47215 -1.75458 0.1 -0.2 0.0
H 0.68274 0.31410 1.07062 0.4 0.1 -0.1
H 1.89708 0.29389 0.15683 0.1 0.0 0.5
H -4.17272 -0.55602 -1.64532 -0.1 -0.1 0.1
H -4.56868 0.61152 -0.75644 -0.1 -0.1 0.0
O 0.22716 -0.53650 -0.95360 -4.6 -1.0 -6.7
O -0.81968 -1.40977 2.41398 -0.2 0.2 0.1
O 0.94880 4.02117 0.21285 0.1 0.0 -0.1
O 3.24628 -1.96390 -0.95262 0.0 0.2 -0.3
O 1.22490 -0.28069 0.54026 5.0 1.3 7.1
O -4.84311 -0.27645 -1.01175 0.2 0.1 -0.1
```
Forces are in eV/Å.

**Kohn-Sham gap**: 8.278 eV
**ΔE to the lowest compared entry with this formula, charge and spin**: 111.9 kcal/mol
**Energy**: -12476.2621 eV